Computed, not measured: a molecular structure, C6H9N, with ωB97M-V with the def2-TZVPD basis set.

XYZ file:
```
16
Properties=species:S:1:pos:R:3:lowdin_charge:R:1
N -0.5147 -0.3111 -0.9048 -0.13
C 0.1571 1.1229 0.9849 -0.16
C 1.0764 -0.0829 0.9753 -0.10
C -1.1019 -1.5884 -0.5589 -0.09
C -0.8253 0.9158 -0.1883 -0.19
C 0.8967 -0.0494 -0.5768 -0.20
C 0.5338 1.4692 -0.4311 -0.10
H -1.7925 1.4082 -0.2319 0.14
H 2.1071 0.2010 1.2114 0.11
H 0.8009 -0.9591 1.5761 0.09
H 0.8864 2.3697 -0.9176 0.13
H -0.9060 -1.9303 0.4689 0.07
H 1.6403 -0.4998 -1.2384 0.14
H -0.7108 -2.3393 -1.2560 0.08
H -0.0622 1.8104 1.7973 0.13
H -2.1852 -1.5369 -0.7100 0.08
```

The calculation puts the energy relative to the best compared isomer or geometry (same formula, charge and spin) at 76.0 kcal/mol. The strongest force on any atom comes out at 0.48 eV/A. The value obtained for the frontier orbital gap is 9.54 eV. Its HOMO energy is -8.356 eV.